(1)
This record from the OMol25 dataset describes a molecular structure, C37H48ClGeN3O10S2V. The level of theory is wB97M-V/def2-TZVPD.

Each line ends with the Löwdin spin population.
Positions of all 103 atoms, in Å:
V (0.91, -0.60, 0.40)  1.89
C (-0.37, -2.63, -2.38)  0.01
C (-1.00, -3.94, -1.91)  0.00
C (-2.29, -4.22, -2.67)  0.00
C (-0.02, -5.10, -2.08)  0.00
O (-1.39, -3.80, -0.53)  0.01
Ge (-0.27, -3.82, 0.86)  0.02
O (-1.65, -3.62, 2.00)  0.01
C (-1.57, -3.46, 3.42)  0.00
C (-0.26, -4.00, 3.98)  0.00
C (-1.71, -1.97, 3.74)  0.00
C (-2.75, -4.24, 4.00)  0.00
O (2.28, -1.56, -0.16)  -0.04
C (3.64, -1.93, -0.20)  0.00
C (3.73, -3.39, 0.22)  0.00
C (4.13, -1.73, -1.63)  0.00
C (4.42, -1.03, 0.77)  0.00
H (-0.19, -2.66, -3.46)  0.00
H (-1.03, -1.79, -2.16)  0.00
H (0.58, -2.46, -1.89)  0.00
H (-2.09, -4.36, -3.73)  0.00
H (-2.77, -5.13, -2.28)  0.00
H (-2.99, -3.39, -2.55)  0.00
H (0.20, -5.26, -3.13)  0.00
H (0.92, -4.89, -1.57)  0.00
H (-0.44, -6.02, -1.67)  0.00
H (0.60, -3.44, 3.60)  0.00
H (-0.26, -3.93, 5.07)  0.00
H (-0.13, -5.05, 3.70)  0.00
H (-1.15, -1.37, 3.02)  0.00
H (-2.75, -1.65, 3.70)  0.00
H (-1.33, -1.74, 4.74)  0.00
H (-2.64, -5.30, 3.80)  0.00
H (-2.81, -4.09, 5.08)  0.00
H (-3.68, -3.89, 3.54)  0.00
H (3.19, -4.03, -0.48)  0.00
H (4.78, -3.71, 0.26)  0.00
H (3.29, -3.52, 1.21)  0.00
H (3.49, -2.29, -2.32)  0.00
H (4.09, -0.67, -1.91)  0.00
H (5.16, -2.08, -1.74)  0.00
H (4.11, -1.22, 1.79)  0.00
H (5.49, -1.22, 0.68)  0.00
H (4.22, 0.02, 0.54)  0.00
C (-0.80, 5.24, 2.76)  0.00
O (0.03, 4.66, 3.76)  0.00
C (0.36, 3.37, 3.62)  0.00
C (1.20, 2.83, 4.62)  0.00
C (1.60, 1.53, 4.53)  0.00
C (1.20, 0.70, 3.45)  0.00
C (1.63, -0.67, 3.35)  0.01
C (2.36, -1.31, 4.50)  0.00
O (1.45, -1.37, 2.34)  0.01
C (0.33, 1.25, 2.48)  0.00
O (-0.12, 0.52, 1.48)  0.00
C (-0.08, 2.58, 2.57)  0.00
H (-0.93, 6.28, 3.05)  0.00
H (-1.77, 4.74, 2.71)  0.00
H (-0.32, 5.18, 1.78)  0.00
H (1.52, 3.47, 5.42)  0.00
H (2.25, 1.13, 5.29)  0.00
H (1.81, -1.21, 5.43)  0.00
H (3.34, -0.84, 4.63)  0.00
H (2.52, -2.37, 4.28)  0.00
H (-0.71, 2.97, 1.78)  0.00
Cl (3.52, 4.28, -5.98)  0.00
C (2.97, 3.41, -4.57)  0.00
C (2.13, 2.33, -4.73)  0.00
C (1.70, 1.65, -3.60)  0.00
C (2.11, 2.05, -2.34)  0.00
C (2.96, 3.14, -2.20)  0.00
C (3.39, 3.83, -3.31)  0.00
C (1.66, 1.30, -1.13)  0.01
O (2.18, 1.50, -0.02)  0.03
O (0.75, 0.41, -1.29)  0.01
H (1.83, 2.02, -5.72)  0.00
H (1.03, 0.80, -3.69)  0.00
H (3.26, 3.44, -1.20)  0.00
H (4.04, 4.69, -3.22)  0.00
N (-3.80, 4.76, -6.03)  0.00
C (-3.40, 4.37, -4.77)  0.00
C (-2.14, 3.77, -4.58)  0.00
C (-1.72, 3.43, -3.32)  0.00
C (-2.54, 3.68, -2.22)  0.01
C (-3.78, 4.27, -2.39)  0.01
C (-4.21, 4.62, -3.66)  0.00
S (-1.97, 3.27, -0.62)  0.02
O (-2.99, 3.61, 0.35)  0.00
O (-0.65, 3.80, -0.43)  0.01
N (-1.79, 1.64, -0.77)  0.23
C (-2.47, 0.78, -0.11)  0.02
S (-3.72, 1.09, 1.14)  0.13
C (-3.94, -0.57, 1.29)  0.32
C (-3.09, -1.28, 0.45)  0.08
N (-2.27, -0.56, -0.30)  0.16
H (-3.34, 4.31, -6.81)  0.00
H (-4.78, 4.91, -6.16)  0.00
H (-1.51, 3.58, -5.43)  0.00
H (-0.75, 2.96, -3.17)  0.00
H (-4.40, 4.46, -1.52)  0.00
H (-5.17, 5.09, -3.79)  0.00
H (-4.66, -0.99, 1.98)  0.01
H (-3.04, -2.36, 0.39)  0.00

## Properties
E_HOMO (spin up / spin down) = -7.977 / -8.367 eV
ΔE to the lowest compared entry with this formula, charge and spin = 169.4 kJ/mol
Expectation value of S² = 3.79
Frontier orbital gap (spin up / spin down) = 7.9 / 6.4 eV
Total charge = 0
LUMO energy (spin up / spin down) = -0.08 / -1.96 eV
Multiplicity = 4

---

(2)
This record from the OMol25 dataset describes C21H25N3O2 in the gas phase. The level of theory is wB97M-V/def2-TZVPD.

Each line ends with the Löwdin charge.
Positions of all 51 atoms, in Å:
C (1.60, 1.57, -4.43)  -0.08
N (1.02, 0.50, -3.64)  -0.17
C (0.13, 0.83, -2.62)  -0.24
C (-0.71, -0.15, -2.09)  -0.03
C (-1.66, 0.17, -1.14)  -0.09
C (-1.79, 1.47, -0.69)  -0.11
C (-0.96, 2.45, -1.20)  -0.09
C (-0.02, 2.14, -2.16)  -0.03
H (0.62, 2.93, -2.53)  0.10
H (-1.04, 3.47, -0.85)  0.10
H (-2.54, 1.72, 0.05)  0.10
H (-2.31, -0.60, -0.76)  0.10
H (-0.65, -1.17, -2.44)  0.11
C (1.89, -0.65, -3.47)  -0.17
H (2.20, -0.98, -4.47)  0.12
H (1.31, -1.46, -3.02)  0.10
C (3.12, -0.36, -2.59)  -0.15
C (3.25, -1.34, -1.43)  -0.18
N (2.11, -1.25, -0.55)  0.08
C (1.36, -2.31, -0.20)  -0.46
O (1.61, -3.45, -0.57)  0.06
C (0.17, -1.99, 0.64)  -0.13
C (0.08, -0.84, 1.40)  0.04
C (-1.08, -0.53, 2.10)  -0.18
C (-2.14, -1.44, 2.07)  -0.02
C (-2.03, -2.62, 1.36)  -0.07
C (-0.89, -2.90, 0.63)  -0.02
H (-0.80, -3.80, 0.05)  0.12
H (-2.86, -3.31, 1.36)  0.11
H (-3.06, -1.23, 2.60)  0.10
N (-1.19, 0.67, 2.80)  0.01
C (-0.44, 1.80, 2.58)  -0.44
O (0.49, 1.91, 1.83)  0.07
C (-1.01, 2.90, 3.46)  -0.08
C (-1.83, 2.16, 4.50)  -0.15
H (-1.21, 1.89, 5.36)  0.12
H (-2.68, 2.73, 4.87)  0.11
C (-2.26, 0.90, 3.75)  -0.15
H (-3.21, 1.06, 3.23)  0.13
H (-2.37, 0.03, 4.41)  0.13
H (-1.63, 3.54, 2.84)  0.13
H (-0.21, 3.51, 3.88)  0.12
H (0.91, -0.15, 1.46)  0.11
H (1.81, -0.32, -0.30)  0.13
H (4.17, -1.13, -0.87)  0.12
H (3.29, -2.37, -1.79)  0.12
H (3.03, 0.65, -2.17)  0.11
H (4.04, -0.39, -3.18)  0.11
H (2.39, 2.13, -3.92)  0.09
H (2.02, 1.13, -5.33)  0.09
H (0.81, 2.26, -4.72)  0.09

## Properties
E_HOMO = -7.594 eV
ΔE to the lowest compared entry with this formula, charge and spin = 84.7 kJ/mol
Frontier orbital gap = 8.3 eV
SMILES = CN(CCCNC(=O)c1cccc(N2CCCC2=O)c1)c1ccccc1
Total charge = 0
LUMO energy = 0.67 eV
Multiplicity = 1

---

(3)
This record from the OMol25 dataset describes C3H7NO in the gas phase. The level of theory is wB97M-V/def2-TZVPD.

Each line ends with the Löwdin charge.
Positions of all 12 atoms, in Å:
O (-1.08, 1.49, -0.68)  -0.06
C (-0.05, 1.31, 0.27)  -0.25
C (0.31, -0.14, 0.52)  -0.30
C (-0.42, -1.33, 0.00)  -0.14
N (0.76, -0.82, -0.68)  0.01
H (-0.80, 1.05, -1.48)  0.08
H (-0.36, 1.83, 1.18)  0.12
H (0.89, 1.79, -0.08)  0.12
H (0.84, -0.30, 1.46)  0.13
H (-1.36, -1.23, -0.54)  0.10
H (-0.31, -2.26, 0.56)  0.10
H (1.58, -1.39, -0.53)  0.09

## Properties
E_HOMO = -9.761 eV
ΔE to the lowest compared entry with this formula, charge and spin = 200.5 kJ/mol
Frontier orbital gap = 10.8 eV
SMILES = OC[C@H]1CN1
Total charge = 0
LUMO energy = 1.06 eV
Multiplicity = 1

---

(4)
This record from the OMol25 dataset describes 2 unconnected molecules or ions with the total composition CH3BrS. The level of theory is wB97M-V/def2-TZVPD.

Each line ends with the Löwdin charge.
Positions of all 6 atoms, in Å:
C (-0.60, -0.52, -0.55)  -0.70
S (1.28, 0.46, 1.10)  0.31
Br (-2.06, -0.67, 0.51)  0.67
H (-0.40, 0.45, -1.15)  0.02
H (0.13, -1.40, -0.63)  0.01
H (1.64, 1.68, 0.71)  -0.31

## Properties
E_HOMO (spin up / spin down) = -9.115 / -8.811 eV
ΔE to the lowest compared entry with this formula, charge and spin = 253.0 kJ/mol
Frontier orbital gap (spin up / spin down) = 8.2 / 7.2 eV
Total charge = 0
LUMO energy (spin up / spin down) = -0.93 / -1.59 eV
Multiplicity = 1

---

(5)
This record from the OMol25 dataset describes 2 unconnected molecules or ions with the total composition C6H5N5. The level of theory is wB97M-V/def2-TZVPD.

Each line ends with the Löwdin charge.
Positions of all 16 atoms, in Å:
C (0.91, 1.94, 0.04)  -0.20
C (0.39, -0.47, -1.74)  -0.19
C (-1.66, -1.14, -0.77)  -0.30
C (0.79, 0.73, 0.75)  -0.38
C (-0.90, -0.20, -1.49)  -0.12
C (-0.44, 0.40, 1.44)  -0.18
N (0.93, 2.91, -0.51)  0.21
N (1.52, -0.80, -1.92)  0.22
N (-2.36, -1.91, -0.27)  0.15
N (1.73, -0.15, 0.65)  0.16
N (-0.56, -0.77, 1.94)  0.17
H (-1.54, 0.67, -1.97)  0.17
H (-1.15, 1.13, 1.45)  0.10
H (1.45, -1.00, 1.12)  0.07
H (2.23, -0.60, -1.17)  0.09
H (-1.35, -0.74, 2.45)  0.02

## Properties
E_HOMO = -9.730 eV
ΔE to the lowest compared entry with this formula, charge and spin = 218.3 kJ/mol
Frontier orbital gap = 8.3 eV
SMILES = [H]/N=C/C(C#N)=N\[H].N#CC=C=N
Total charge = 0
LUMO energy = -1.39 eV
Multiplicity = 1

---

(6)
This record from the OMol25 dataset describes 18 unconnected molecules or ions with the total composition CH35O20. The level of theory is wB97M-V/def2-TZVPD.

Each line ends with the Löwdin charge.
Positions of all 56 atoms, in Å:
C (-12.51, -2.13, -12.79)  -0.72
O (-13.48, -2.73, -12.34)  -0.05
O (-12.29, -0.78, -12.59)  0.07
O (-11.65, -2.70, -13.53)  -0.04
H (-12.83, -0.28, -11.91)  0.09
O (-10.92, 1.96, -12.33)  -0.02
H (-10.37, 2.50, -11.81)  0.03
H (-11.81, 1.86, -12.07)  -0.01
O (-15.83, -1.23, -11.25)  -0.03
H (-15.46, -2.08, -11.50)  0.01
H (-16.79, -1.24, -11.34)  0.07
O (-9.27, -3.17, -15.77)  -0.05
H (-9.86, -3.41, -16.48)  0.04
H (-9.58, -2.32, -15.43)  -0.01
O (-10.04, -0.67, -14.87)  -0.05
H (-9.86, 0.24, -14.70)  0.05
H (-10.89, -0.90, -14.41)  0.04
O (-9.47, -0.25, -11.20)  -0.08
H (-10.01, -1.02, -10.96)  -0.01
H (-10.02, 0.10, -11.91)  -0.01
O (-13.29, -0.67, -15.58)  -0.08
H (-13.68, -1.06, -14.74)  0.01
H (-12.93, 0.19, -15.31)  0.03
O (-12.40, -3.98, -15.61)  -0.06
H (-12.89, -4.68, -15.26)  -0.01
H (-12.11, -3.40, -14.85)  -0.01
O (-15.92, -4.23, -11.83)  0.00
H (-16.86, -4.34, -11.79)  0.04
H (-15.65, -5.02, -12.24)  0.02
O (-13.30, -0.14, -10.07)  -0.03
H (-13.73, -0.98, -10.12)  0.00
H (-12.61, -0.37, -9.44)  0.08
O (-15.12, -2.47, -14.48)  -0.01
H (-15.84, -1.98, -14.17)  0.01
H (-14.69, -2.70, -13.67)  -0.03
O (-10.66, -2.62, -10.48)  -0.02
H (-10.42, -3.38, -11.02)  0.08
H (-11.57, -2.51, -10.72)  -0.01
O (-9.89, -5.30, -13.94)  -0.08
H (-9.44, -4.89, -14.72)  0.03
H (-10.69, -4.80, -14.04)  -0.05
O (-13.55, -3.04, -9.72)  -0.06
H (-13.17, -3.78, -9.27)  0.05
H (-13.56, -3.18, -10.70)  -0.01
O (-8.87, -2.37, -13.04)  -0.06
H (-9.67, -2.21, -13.54)  -0.04
H (-9.07, -1.80, -12.30)  -0.02
O (-13.85, 2.29, -11.44)  -0.07
H (-13.76, 1.62, -10.72)  0.01
H (-14.27, 1.68, -12.03)  -0.05
O (-12.57, -5.27, -12.07)  -0.08
H (-12.70, -5.87, -12.81)  0.04
H (-12.48, -4.33, -12.44)  0.03
O (-14.98, 0.58, -13.10)  -0.02
H (-15.46, 0.16, -12.40)  -0.01
H (-15.59, 0.59, -13.83)  0.07

## Properties
E_HOMO = -6.572 eV
ΔE to the lowest compared entry with this formula, charge and spin = 67.5 kJ/mol
Frontier orbital gap = 8.4 eV
Total charge = -1
LUMO energy = 1.80 eV
Multiplicity = 1